ORCA calculation (ωB97M-V/def2-TZVPD) on C39H35Cl8GeN5O2PSV as an isolated structure.

The calculation puts the frontier orbital gap (spin up / spin down) at 6.945 / 6.876 eV. The calculation puts the LUMO energy (spin up / spin down) at -0.105 / -0.143 Ha. For the electronic energy, the calculation gives -255063.211 eV. Its HOMO energy (spin up / spin down) is -0.3598 / -0.3952 hartree. The expectation value of S² is 3.78.

The geometry in ORCA input format:
```
! wB97M-V def2-TZVPD RIJCOSX def2/J DEFGRID3
* xyz 1 4
V 0.749 0.838 -0.269
C -3.583 2.394 3.973
C -2.404 3.122 4.044
C -1.213 2.572 3.592
C -1.192 1.281 3.070
C -2.383 0.561 2.987
C -3.572 1.112 3.440
P 0.329 0.556 2.386
C 0.963 -0.621 3.622
C 0.091 -1.434 4.345
C 0.585 -2.427 5.181
C 1.954 -2.627 5.297
C 2.828 -1.816 4.588
C 2.338 -0.819 3.757
C 1.568 1.868 2.237
C 2.206 2.523 3.292
C 3.175 3.470 3.010
C 3.501 3.748 1.685
C 2.864 3.088 0.643
C 1.883 2.131 0.898
H -4.510 2.824 4.331
H -2.407 4.125 4.451
H -0.309 3.163 3.620
H -2.397 -0.430 2.549
H -4.488 0.540 3.367
H -0.978 -1.285 4.270
H -0.105 -3.035 5.754
H 2.338 -3.402 5.947
H 3.897 -1.956 4.687
H 3.031 -0.181 3.221
H 1.956 2.285 4.320
H 3.679 3.989 3.815
H 4.263 4.487 1.468
H 3.140 3.334 -0.377
Cl -2.805 -3.206 -2.078
Ge -2.264 -1.377 -0.980
Cl -2.323 0.062 -2.728
Cl -4.091 -0.809 0.079
O -0.927 3.890 0.617
C -1.333 2.961 -0.060
O -0.980 1.728 -0.022
C -2.454 3.227 -1.066
N -2.507 4.726 -1.216
C -3.934 5.159 -1.066
C -4.466 4.152 -0.061
C -3.838 2.831 -0.517
H -2.229 2.759 -2.020
H -2.063 5.039 -2.076
H -1.923 5.047 -0.416
H -4.414 5.049 -2.037
H -3.968 6.201 -0.757
H -5.553 4.123 -0.060
H -4.132 4.412 0.945
H -4.424 2.356 -1.303
H -3.739 2.111 0.293
N 2.914 -4.803 2.051
C 3.121 -3.798 1.534
C 3.357 -2.551 0.865
C 4.616 -2.191 0.400
C 4.753 -0.973 -0.243
C 3.640 -0.167 -0.395
N 2.428 -0.518 0.054
C 2.288 -1.686 0.673
H 5.461 -2.853 0.536
H 5.708 -0.647 -0.628
H 3.703 0.793 -0.890
H 1.291 -1.951 1.007
S -1.225 -2.475 1.211
C -0.656 -4.107 1.160
N -0.851 -4.897 0.118
C -0.372 -6.277 0.056
C 0.869 -6.419 0.920
C 0.580 -5.897 2.315
N 0.020 -4.548 2.216
H -1.430 -4.532 -0.630
H -0.155 -6.508 -0.986
H -1.161 -6.954 0.393
H 1.693 -5.850 0.486
H 1.170 -7.464 0.968
H 1.494 -5.831 2.900
H -0.126 -6.547 2.837
H 0.210 -3.876 2.944
Cl 0.762 -1.796 -2.415
C 1.025 -0.251 -3.190
C 1.108 0.886 -2.396
C 1.123 2.090 -3.082
Cl 1.124 3.562 -2.135
C 1.109 2.190 -4.468
Cl 1.115 3.721 -5.248
C 1.077 1.019 -5.224
Cl 1.072 1.101 -6.936
C 1.025 -0.219 -4.581
Cl 0.920 -1.660 -5.503
*
```